## i
Formula: C2H16N2O4
Source: the OMol25 dataset
Level of theory: ωB97M-V with the def2-TZVPD basis set

```
24
Properties=species:S:1:pos:R:3
C -0.55 1.52 -0.54
N -0.11 1.56 0.78
C 0.64 -1.70 -0.18
N -0.56 -2.24 -0.74
H 0.36 1.84 -1.11
H -1.45 2.09 -0.72
H -0.69 0.48 -0.94
H 0.85 1.16 0.88
H 0.90 -0.71 -0.63
H 1.45 -2.41 -0.35
H -0.37 -2.68 -1.60
H -1.40 -1.65 -0.75
H 0.50 -1.55 0.89
H 2.23 0.07 -2.23
O 1.75 0.72 -1.70
H 3.32 1.36 0.75
H 2.34 0.67 -0.36
O 2.60 0.75 0.65
H -0.80 1.02 1.47
H -1.39 0.36 3.06
O -1.24 -0.06 2.21
H -2.26 -0.44 0.97
H -3.39 0.27 0.08
O -2.73 -0.43 0.11
```

The value obtained for the HOMO energy is -0.319 Eh. The gap between HOMO and LUMO comes out at 4.146 eV.

***

## ii
Formula: C2H16N2O4
Source: the OMol25 dataset
Level of theory: ωB97M-V with the def2-TZVPD basis set

```
24
Properties=species:S:1:pos:R:3
N -0.64 2.82 0.75
C -0.60 2.64 -0.68
C -1.05 1.30 -1.27
N -0.23 0.20 -0.66
H 0.11 2.65 1.40
H -1.36 2.16 1.02
H 0.51 2.98 -1.00
H -1.17 3.41 -1.24
H -2.17 1.23 -1.11
H -0.93 1.46 -2.43
H 0.76 0.55 -0.67
H -0.51 0.14 0.31
O -0.41 -0.89 2.36
H -0.07 -0.65 3.17
H -0.10 -1.89 2.27
O 0.42 -3.44 2.05
H -0.23 -3.56 1.25
H 1.24 -3.40 1.59
O -0.37 -2.94 -0.57
H -0.13 -3.20 -1.43
H -0.68 -1.99 -0.46
O 2.56 -0.16 -1.83
H 3.28 0.27 -1.48
H 1.76 0.30 -1.35
```

The value obtained for the HOMO energy is -0.342 Eh. Its structure (SMILES) is NCCN.O.O.O.O. The gap between HOMO and LUMO comes out at 9.869 eV.

***

Stability, highest: ii

***

## i
Formula: C4H11NS
Source: the OMol25 dataset
Level of theory: ωB97M-V with the def2-TZVPD basis set

```
17
Properties=species:S:1:pos:R:3
C 2.45 -0.07 1.32
N 1.45 0.13 0.32
C 0.10 -0.40 0.57
C -0.98 0.42 -0.14
C -1.51 -0.22 -1.40
S -3.30 -0.06 -1.69
H 2.55 0.79 2.00
H 2.23 -0.94 1.94
H 3.44 -0.19 0.88
H 1.68 0.16 -0.65
H 0.03 -1.46 0.29
H -0.05 -0.35 1.65
H -1.78 0.74 0.53
H -0.50 1.37 -0.40
H -1.02 0.11 -2.32
H -1.38 -1.30 -1.38
H -3.41 1.27 -1.52
```

The value obtained for the HOMO energy is -0.308 Eh. Its structure (SMILES) is CNCCCS. The gap between HOMO and LUMO comes out at 9.452 eV.

***

## ii
Formula: C4H11NS
Source: the OMol25 dataset
Level of theory: ωB97M-V with the def2-TZVPD basis set

```
17
Properties=species:S:1:pos:R:3
C 0.46 1.30 -0.98
C 0.45 0.26 -0.09
C 0.20 0.88 1.18
S 2.20 -0.70 -0.04
C -0.37 -1.00 -0.25
N -1.93 -0.74 -0.13
H -0.55 1.31 -1.43
H 0.87 0.90 -1.92
H 0.89 2.15 -0.62
H -0.92 1.21 1.06
H 0.37 0.14 1.89
H 1.08 1.66 1.39
H 1.94 -2.17 0.42
H -0.16 -1.21 -1.35
H -0.10 -1.83 0.36
H -2.25 -1.76 -0.38
H -2.18 -0.41 0.90
```

The value obtained for the HOMO energy is -0.331 Eh. Its structure (SMILES) is CC(C)(S)CN. The gap between HOMO and LUMO comes out at 9.530 eV.

***

## iii
Formula: C4H11NS
Source: the OMol25 dataset
Level of theory: ωB97M-V with the def2-TZVPD basis set

```
17
Properties=species:S:1:pos:R:3
C 3.02 0.07 -0.83
C 2.78 -0.98 -0.04
N 2.59 -0.86 1.34
H 3.12 1.03 -0.32
H 3.18 -0.06 -1.89
H 2.99 -1.99 -0.35
H 2.61 0.09 1.65
H 2.39 -1.63 1.95
C -0.96 1.47 0.03
S -2.61 0.66 -0.04
C -2.01 -1.00 -0.47
H -0.51 1.59 -0.98
H -0.99 2.50 0.39
H -0.36 0.74 0.55
H -2.76 -1.52 -1.07
H -1.67 -1.48 0.47
H -1.13 -0.75 -1.02
```

The value obtained for the HOMO energy is -0.303 Eh. Its structure (SMILES) is C=CN.CSC. The gap between HOMO and LUMO comes out at 9.166 eV.

***

## iv
Formula: C4H11NS
Source: the OMol25 dataset
Level of theory: ωB97M-V with the def2-TZVPD basis set

```
17
Properties=species:S:1:pos:R:3
C 1.40 0.50 2.78
S 0.65 -0.69 1.54
C 0.51 0.33 0.04
C -0.65 -0.22 -0.78
C -0.78 0.50 -2.12
N -1.88 -0.04 -2.92
H 0.80 1.37 2.57
H 2.45 0.62 2.54
H 1.35 0.13 3.80
H 1.42 0.26 -0.58
H 0.45 1.37 0.34
H -1.57 -0.19 -0.19
H -0.51 -1.30 -0.93
H -1.00 1.56 -1.95
H 0.19 0.36 -2.60
H -1.72 0.12 -3.90
H -1.86 -1.04 -2.82
```

The value obtained for the HOMO energy is -0.311 Eh. Its structure (SMILES) is CSCCCN. The gap between HOMO and LUMO comes out at 9.542 eV.

***

Stability, highest: iv

***

## i
Formula: C4H11NS
Source: the OMol25 dataset
Level of theory: ωB97M-V with the def2-TZVPD basis set

```
17
Properties=species:S:1:pos:R:3
C 1.19 -1.65 -1.71
C 0.34 -1.15 -0.53
N 0.17 0.31 -0.61
C -0.95 0.84 0.14
C -0.62 0.88 1.65
S -1.16 2.35 2.56
H 0.82 -2.61 -2.06
H 1.11 -0.92 -2.52
H 2.25 -1.69 -1.44
H 0.96 -1.33 0.36
H -0.65 -1.59 -0.38
H 0.02 0.61 -1.56
H -1.89 0.28 0.03
H -1.09 1.88 -0.18
H -0.96 -0.03 2.15
H 0.47 0.81 1.69
H 0.00 2.99 2.41
```

The value obtained for the HOMO energy is -0.323 Eh. Its structure (SMILES) is CCNCCS. The gap between HOMO and LUMO comes out at 9.887 eV.

***

## ii
Formula: C4H11NS
Source: the OMol25 dataset
Level of theory: ωB97M-V with the def2-TZVPD basis set

```
17
Properties=species:S:1:pos:R:3
N -2.09 -0.40 -1.52
C -0.78 0.38 -1.12
C -0.74 0.49 0.49
C 0.21 -0.67 0.82
C 1.66 -0.39 0.44
S 2.51 0.70 1.73
H -1.89 -1.38 -1.28
H -3.00 -0.03 -1.13
H 0.16 0.00 -1.72
H -0.88 1.45 -1.49
H -0.38 1.56 0.71
H -1.80 0.38 0.68
H -0.23 -1.51 0.24
H 0.15 -1.05 1.89
H 1.95 0.02 -0.55
H 2.24 -1.34 0.66
H 2.93 1.80 1.14
```

The value obtained for the HOMO energy is -0.331 Eh. Its structure (SMILES) is NCCCCS. The gap between HOMO and LUMO comes out at 9.930 eV.

***

Stability, highest: i

***

## i
Formula: C4H11NS
Source: the OMol25 dataset
Level of theory: ωB97M-V with the def2-TZVPD basis set

```
17
Properties=species:S:1:pos:R:3
C -2.61 -0.08 -0.83
C -1.15 1.15 0.68
C 3.60 -0.85 0.07
C -2.00 -0.08 0.55
N -0.95 -2.40 -0.55
S -0.75 -1.56 0.61
H -2.20 0.55 -1.55
H -2.49 -0.99 -1.38
H -3.61 0.00 -0.97
H -0.64 1.31 -0.26
H -0.42 1.13 1.37
H -1.84 1.89 1.04
H 4.01 -1.63 0.80
H 4.09 0.07 0.12
H 3.70 -1.18 -0.88
H -2.85 -0.14 1.24
H 2.54 -0.75 0.22
```

The value obtained for the HOMO energy is -0.319 Eh. The gap between HOMO and LUMO comes out at 8.271 eV.

***

## ii
Formula: C4H11NS
Source: the OMol25 dataset
Level of theory: ωB97M-V with the def2-TZVPD basis set

```
17
Properties=species:S:1:pos:R:3
C 0.85 0.81 2.33
C 0.14 0.70 1.01
N 0.17 -0.72 0.56
C 0.05 -1.05 -0.85
C -0.97 -0.12 -1.54
S -1.46 -0.83 -3.11
H 1.91 1.04 2.21
H 0.82 -0.11 2.92
H 0.39 1.51 3.03
H -0.92 0.84 1.22
H 0.46 1.43 0.26
H 0.90 -1.21 1.03
H 0.99 -0.81 -1.36
H -0.15 -2.10 -1.04
H -0.57 0.88 -1.71
H -1.91 -0.08 -0.99
H -0.69 -0.17 -3.99
```

The value obtained for the HOMO energy is -0.312 Eh. Its structure (SMILES) is CCNCCS. The gap between HOMO and LUMO comes out at 9.450 eV.

***

Stability, highest: ii

***

## i
Formula: C8H13N2
Source: the OMol25 dataset
Level of theory: ωB97M-V with the def2-TZVPD basis set

```
23
Properties=species:S:1:pos:R:3
C 2.65 -0.85 -0.44
C 1.45 -0.68 0.38
C 0.77 -1.98 0.76
C -0.48 -1.86 0.46
N -1.66 -1.75 0.25
C -2.50 -0.84 0.02
C -2.05 0.53 -0.27
C -0.71 0.91 0.19
C -0.28 2.38 -0.07
N 0.39 0.01 -0.34
H 2.48 -0.47 -1.56
H 3.00 -1.86 -0.53
H 3.55 -0.25 -0.06
H 1.58 -0.21 1.32
H 1.25 -2.79 1.29
H -3.60 -1.07 -0.03
H -2.30 0.66 -1.33
H -2.91 1.18 0.29
H -0.48 0.82 1.25
H 0.76 2.61 0.30
H -0.99 2.86 0.58
H -0.33 2.73 -1.08
H 0.43 -0.06 -1.38
```

The value obtained for the HOMO energy (spin up / spin down) is -0.470 / -0.470 Eh. Its charge is +1. Its structure (SMILES) is C[C@@H]1C=C=[N+]=CC[C@H](C)N1. The gap between HOMO and LUMO (spin up / spin down) comes out at 7.941 / 7.942 eV.

***

## ii
Formula: C8H13N2
Source: the OMol25 dataset
Level of theory: ωB97M-V with the def2-TZVPD basis set

```
23
Properties=species:S:1:pos:R:3
C -2.51 -0.19 -0.29
C -0.96 -0.45 -0.33
C -0.59 -1.66 0.52
C 0.62 -2.43 0.09
N 1.71 -1.82 -0.04
C 2.56 -0.98 -0.10
C 3.11 0.16 -0.25
C 2.28 1.34 0.24
C 0.75 1.52 -0.31
N -0.26 0.64 0.22
H -2.91 -0.58 0.69
H -2.89 -0.93 -1.09
H -2.94 0.79 -0.41
H -0.71 -0.57 -1.39
H -1.47 -2.45 0.45
H -0.37 -1.39 1.61
H 0.45 -3.27 -0.47
H 4.17 0.28 -0.49
H 2.20 1.03 1.36
H 3.04 2.19 0.21
H 0.64 2.61 0.01
H 0.79 1.45 -1.48
H -0.85 0.97 1.02
```

The value obtained for the HOMO energy (spin up / spin down) is -0.457 / -0.457 Eh. Its charge is +1. Its structure (SMILES) is C[C@@H]1CC=[N+]=C=CCCN1. The gap between HOMO and LUMO (spin up / spin down) comes out at 7.177 / 7.178 eV.

***

Stability, highest: i

***

## i
Formula: C3H8N2O3S
Source: the OMol25 dataset
Level of theory: ωB97M-V with the def2-TZVPD basis set

```
17
Properties=species:S:1:pos:R:3
C -1.53 0.14 1.10
C -1.36 2.55 0.79
C -1.82 0.28 -0.46
N 0.90 -2.35 0.15
N -0.89 1.18 0.52
O 4.37 -2.42 -1.07
O 3.53 -0.32 -2.07
O -1.87 -0.50 2.02
S 3.25 -1.68 -1.65
H -0.54 3.22 0.88
H -2.17 2.89 1.55
H -1.78 2.83 -0.22
H -1.15 -0.10 -1.29
H -2.47 1.05 -0.71
H 1.53 -2.77 0.86
H 1.06 -1.43 0.50
H 0.93 -2.59 -0.90
```

The value obtained for the HOMO energy is -0.350 Eh. The gap between HOMO and LUMO comes out at 8.308 eV.

***

## ii
Formula: C3H8N2O3S
Source: the OMol25 dataset
Level of theory: ωB97M-V with the def2-TZVPD basis set

```
17
Properties=species:S:1:pos:R:3
C -0.12 1.60 -0.62
C 0.90 1.18 0.42
C 1.00 -2.36 0.14
N -1.47 1.51 -0.25
N 0.60 -0.14 0.92
O -1.40 -0.81 -1.19
O -3.00 -0.46 0.59
O 1.21 -0.95 0.09
S -1.73 -0.20 0.04
H 0.10 2.74 -0.86
H 0.06 1.04 -1.58
H 1.93 1.22 -0.08
H 0.80 1.77 1.24
H 0.32 -2.58 1.04
H 2.05 -2.89 0.30
H 0.46 -2.82 -0.78
H -1.70 2.17 0.56
```

The value obtained for the HOMO energy (spin up / spin down) is -0.324 / -0.315 Eh. The gap between HOMO and LUMO (spin up / spin down) comes out at 7.880 / 8.303 eV.

***

Stability, highest: i